# 1
Computed, not measured: one molecule with the formula C6H13N, with wB97M-V/def2-TZVPD.

Atoms and positions in Å:
C1 2.05000 0.10076 -0.66420
C2 0.60657 0.58275 -0.25426
C3 0.50167 0.82380 1.25681
C4 -0.48759 -0.27513 1.78123
C5 -1.10218 -0.92898 0.54244
N1 -0.33882 -0.48551 -0.65118
C6 -1.25261 -0.10738 -1.71670
H1 2.55436 0.87632 -1.23698
H2 2.66489 -0.05032 0.22412
H3 1.92269 -0.81204 -1.23490
H4 0.42315 1.42556 -0.91079
H5 1.46895 0.53374 1.64588
H6 0.04523 1.77034 1.51266
H7 -1.29271 0.24541 2.28929
H8 -0.00699 -0.97664 2.45005
H9 -1.01796 -2.01974 0.56855
H10 -2.13940 -0.62898 0.45683
H11 -1.61515 0.92546 -1.68623
H12 -0.84036 -0.26966 -2.71184
H13 -2.14373 -0.72978 -1.66077

Calculated values
Total charge = 0
E_tot = -7921.9591 eV
SMILES = C[C@@H]1CCCN1C
Energy above the lowest of the compared OMol25 structures with the same formula, charge and spin = 0.874 eV
Gap between HOMO and LUMO = 9.36 eV

=====

# 2
Computed, not measured: a 11-piece molecular cluster, C27H76N4O14P overall, with wB97M-V/def2-TZVPD.

Atoms and positions in Å:
N1 1.36808 0.90952 2.40498
P1 1.77120 0.18716 1.09092
O1 2.73798 -1.04307 1.41515
O2 2.59249 1.16036 0.13730
N2 0.40969 -0.35873 0.17538
C1 -0.35649 -1.42652 0.49674
N3 -0.63319 -1.74262 1.77374
C2 -2.08201 -1.84357 2.12437
C3 -2.97147 -2.35696 0.97857
C4 -4.34496 -1.65758 1.09531
C5 -4.30370 -0.15803 0.77359
O3 -5.23309 0.62197 1.53658
C6 -6.53410 0.33462 1.19399
O4 -7.28904 1.17128 0.81793
C7 -2.39409 -2.15418 -0.42513
N4 -0.88788 -2.21790 -0.45977
H1 0.36589 0.98510 2.53186
H2 2.26535 -1.81112 1.76135
H3 3.48966 0.80081 0.01499
H4 0.16329 0.18934 -0.64047
H5 -0.11586 -1.17016 2.43777
H6 -2.15715 -2.55364 2.94845
H7 -2.41986 -0.88991 2.53320
H8 -3.16443 -3.41843 1.11939
H9 -5.10281 -2.19458 0.52947
H10 -4.62513 -1.74944 2.15111
H11 -3.31221 0.27402 0.90865
H12 -4.55883 -0.00141 -0.28223
H13 -6.88051 -0.70194 1.32134
H14 -2.75822 -2.96946 -1.05083
H15 -2.71065 -1.23671 -0.92396
H16 -0.60154 -1.87455 -1.37769
C8 -0.10339 -1.62143 -5.42192
C9 -1.27053 -1.73949 -4.46469
O5 -1.07724 -0.91166 -3.29609
H17 0.82636 -1.91542 -4.93094
H18 -0.25331 -2.26017 -6.29285
H19 0.02149 -0.59191 -5.76371
H20 -1.38641 -2.76082 -4.10566
H21 -2.20165 -1.44305 -4.95466
H22 -0.99307 0.00026 -3.59309
C10 2.61831 -3.55436 -0.81793
C11 3.40004 -2.86811 -1.92262
O6 2.59782 -2.66092 -3.08279
H23 2.23270 -4.51462 -1.15917
H24 3.24531 -3.72076 0.05981
H25 1.75653 -2.94585 -0.52434
H26 4.24337 -3.48275 -2.22931
H27 3.79042 -1.90336 -1.57830
H28 1.85306 -2.10021 -2.84157
C12 0.90005 -5.96139 -3.89209
C13 0.06192 -4.98186 -3.09594
O7 -1.32544 -5.07420 -3.43138
H29 0.77932 -5.78222 -4.96035
H30 1.95710 -5.86871 -3.63957
H31 0.58577 -6.98856 -3.69384
H32 0.37160 -3.95933 -3.31250
H33 0.18319 -5.15702 -2.02025
H34 -1.61439 -5.97081 -3.23451
C14 -4.54893 -4.15163 -3.56525
C15 -5.70030 -4.39127 -2.60666
O8 -5.59788 -3.56050 -1.44380
H35 -3.59167 -4.34343 -3.07739
H36 -4.62676 -4.79757 -4.44000
H37 -4.54015 -3.11211 -3.90553
H38 -5.69969 -5.42052 -2.25360
H39 -6.65735 -4.20000 -3.09909
H40 -5.61551 -2.64814 -1.75017
C16 -7.55778 2.85625 3.56356
C17 -7.17639 2.43540 4.96675
O9 -6.49716 1.17270 4.95689
H41 -8.19693 2.10423 3.10113
H42 -8.08189 3.81006 3.56758
H43 -6.66618 2.95203 2.93710
H44 -8.06056 2.31412 5.58942
H45 -6.53286 3.18628 5.43347
H46 -5.70773 1.28018 4.41861
C18 4.47170 3.30067 4.70261
C19 5.02393 2.67371 3.43704
O10 5.14138 1.25880 3.58026
H47 5.11883 3.07405 5.55035
H48 4.39016 4.38399 4.60317
H49 3.48195 2.89803 4.92921
H50 6.01789 3.06438 3.22033
H51 4.37798 2.89559 2.58006
H52 4.26004 0.91566 3.76214
C20 9.35143 4.03023 4.57728
C21 9.88435 3.40595 3.30184
O11 10.00060 1.98872 3.42212
H53 10.00253 3.80034 5.42061
H54 9.27272 5.11405 4.48109
H55 8.36256 3.62631 4.81116
H56 10.87851 3.78546 3.07333
H57 9.22518 3.64083 2.45863
H58 9.12364 1.64096 3.61370
C22 -0.10080 2.51765 -8.52084
C23 0.10533 2.25843 -7.04141
O12 0.75796 1.00627 -6.81089
H59 -0.69096 1.71776 -8.96845
H60 -0.61365 3.46579 -8.68478
H61 0.85746 2.54917 -9.04360
H62 -0.85380 2.20956 -6.52549
H63 0.69628 3.06168 -6.59044
H64 1.61233 1.03674 -7.25312
C24 10.63925 0.11112 0.64480
C25 9.83173 -1.17163 0.70649
O13 10.19791 -1.97031 1.82769
H65 11.70503 -0.11340 0.59071
H66 10.36181 0.70740 -0.22730
H67 10.47692 0.70929 1.54360
H68 10.00413 -1.78278 -0.17867
H69 8.75954 -0.94426 0.76019
H70 10.04643 -1.44879 2.62143
C26 -8.40789 7.60475 3.32505
C27 -8.00743 7.15453 4.71753
O14 -7.32417 5.90111 4.68860
H71 -9.04687 6.85759 2.85307
H72 -8.94445 8.55369 3.35882
H73 -7.52653 7.72926 2.69097
H74 -8.88787 7.01355 5.34184
H75 -7.36800 7.90455 5.19379
H76 -6.53476 6.01253 4.15064

Calculated values
Total charge = +1
E_tot = -73138.2142 eV
Gap between HOMO and LUMO = 7.56 eV

=====

Let's list maximum force in order: 2.007; 3.260 eV/A.